This record from the Open Molecules 2025 dataset describes an isolated molecule of C3F3NO at a distorted geometry. The level of theory is ωB97M-V/def2-TZVPD.

Geometry as ORCA input:
```
! RIJCOSX wB97M-V def2-TZVPD def2/J DEFGRID3
* xyz 0 1
N -2.39 -0.67 0.79
C -1.50 -0.20 0.28
C -0.41 0.69 -0.28
O -0.53 1.76 -0.79
C 0.91 -0.13 -0.02
F 0.72 -1.42 -0.56
F 2.02 0.40 -0.67
F 1.20 -0.43 1.25
*
```

For the HOMO-LUMO gap, the calculation gives 11.00 eV. The energy relative to the best compared isomer or geometry (same formula, charge and spin) is 0.0000 eV.



This record from the Open Molecules 2025 dataset describes a cluster of 2 separate species, C5H14 in total at a distorted geometry. The level of theory is ωB97M-V/def2-TZVPD.

Geometry as ORCA input:
```
! RIJCOSX wB97M-V def2-TZVPD def2/J DEFGRID3
* xyz 0 1
C -0.07 1.32 1.48
C -0.37 1.95 0.09
C -1.86 2.14 -0.23
H -0.92 1.43 2.14
H 0.21 0.28 1.34
H 0.78 1.90 1.86
H 0.13 1.43 -0.72
H 0.09 2.94 0.04
H -2.06 3.12 -0.66
H -2.46 2.11 0.69
H -2.25 1.38 -0.90
C 0.53 -2.19 -1.04
C 1.68 -2.85 -0.26
H 0.70 -1.90 -2.08
H -0.34 -2.86 -1.05
H 0.21 -1.27 -0.55
H 2.15 -2.09 0.40
H 2.54 -3.14 -0.86
H 1.30 -3.69 0.30
*
```

For the HOMO-LUMO gap, the calculation gives 12.40 eV. The energy relative to the best compared isomer or geometry (same formula, charge and spin) is 0.4721 eV.



This record from the Open Molecules 2025 dataset describes a structure of composition C6H8 at a distorted geometry. The level of theory is ωB97M-V/def2-TZVPD.

Geometry as ORCA input:
```
! RIJCOSX wB97M-V def2-TZVPD def2/J DEFGRID3
* xyz 0 1
C -2.01 0.62 -0.33
C -1.51 -0.74 0.10
C -0.12 -0.69 -0.42
C 0.87 -0.38 0.50
C -1.03 0.48 0.83
C 2.18 0.23 0.09
H -1.71 1.04 -1.23
H -2.93 0.87 0.04
H -1.82 -1.62 0.43
H 0.01 -0.54 -1.53
H 0.61 -0.66 1.43
H 2.95 -0.10 0.71
H 2.13 1.26 0.30
H 2.38 0.21 -0.92
*
```

For the HOMO-LUMO gap, the calculation gives 9.17 eV. The energy relative to the best compared isomer or geometry (same formula, charge and spin) is 5.4815 eV.



This record from the Open Molecules 2025 dataset describes a cluster of 2 separate species, Cl4N4 in total at a distorted geometry. The level of theory is ωB97M-V/def2-TZVPD.

Geometry as ORCA input:
```
! RIJCOSX wB97M-V def2-TZVPD def2/J DEFGRID3
* xyz 0 3
N 1.33 0.42 0.06
N 1.76 -0.61 -0.15
N -0.67 -0.15 0.96
N -1.64 0.43 0.37
Cl 3.23 -0.86 -1.08
Cl -0.46 -1.73 0.60
Cl -1.90 2.08 0.84
Cl -1.65 0.41 -1.59
*
```

Its expectation value of S² is 2.031. For the HOMO-LUMO gap (alpha / beta), the calculation gives 7.86 / 8.15 eV. The energy relative to the best compared isomer or geometry (same formula, charge and spin) is 0.6282 eV.



This record from the Open Molecules 2025 dataset describes a structure of composition C32H32IN4O4RuS2 at a distorted geometry. The level of theory is ωB97M-V/def2-TZVPD.

Geometry as ORCA input:
```
! RIJCOSX wB97M-V def2-TZVPD def2/J DEFGRID3
* xyz 1 1
Ru -1.20 0.23 0.83
I -2.68 1.37 -1.00
C -4.42 0.84 -0.04
C -5.64 1.05 -0.61
C -6.80 0.76 0.15
C -6.68 0.32 1.43
C -5.41 0.13 2.03
C -5.29 -0.27 3.38
C -4.07 -0.37 3.96
C -2.90 -0.14 3.21
C -2.94 0.19 1.88
C -4.23 0.39 1.28
H -5.73 1.43 -1.62
H -7.77 0.91 -0.29
H -7.57 0.12 2.02
H -6.19 -0.48 3.94
H -3.98 -0.66 5.00
H -1.93 -0.24 3.69
C 5.27 0.32 -4.93
C 4.24 0.10 -3.85
C 2.93 0.52 -4.04
C 1.98 0.35 -3.05
C 2.35 -0.25 -1.85
C 3.65 -0.68 -1.64
C 4.59 -0.51 -2.65
S 1.13 -0.47 -0.63
O -0.10 -1.05 -1.21
O 1.74 -1.25 0.43
N 0.60 0.94 -0.20
C 1.42 2.09 -0.07
C 2.68 2.04 0.46
C 3.47 3.21 0.58
C 2.98 4.42 0.20
C 1.68 4.50 -0.37
C 1.12 5.72 -0.81
C -0.10 5.73 -1.41
C -0.77 4.49 -1.57
N -0.31 3.34 -1.17
C 0.90 3.33 -0.54
H 4.83 0.25 -5.92
H 6.08 -0.41 -4.86
H 5.71 1.31 -4.83
H 2.64 0.97 -4.98
H 0.96 0.67 -3.20
H 3.92 -1.15 -0.71
H 5.61 -0.84 -2.50
H 3.06 1.10 0.83
H 4.46 3.13 1.00
H 3.56 5.32 0.32
H 1.68 6.63 -0.68
H -0.56 6.64 -1.76
H -1.73 4.48 -2.07
O -0.98 2.03 1.80
C -0.08 1.55 2.54
O 0.10 0.31 2.45
H 0.51 2.17 3.21
C -1.30 -3.83 -1.14
N -0.22 -3.82 -0.14
C 1.07 -4.31 -0.66
C -0.30 -3.17 1.01
S -1.67 -2.04 1.27
N 0.46 -3.55 2.03
C 0.60 -2.75 3.24
C 0.95 -4.92 2.15
H -1.12 -4.68 -1.79
H -1.30 -2.91 -1.71
H -2.26 -3.95 -0.65
H 1.21 -3.86 -1.64
H 1.08 -5.39 -0.75
H 1.87 -3.97 -0.01
H 0.63 -1.69 2.99
H 1.55 -3.02 3.70
H -0.22 -2.96 3.94
H 0.44 -5.57 1.44
H 0.72 -5.26 3.16
H 2.03 -4.98 2.00
*
```

For the HOMO-LUMO gap (alpha / beta), the calculation gives 5.76 / 5.62 eV. The energy relative to the best compared isomer or geometry (same formula, charge and spin) is 0.2582 eV.



This record from the Open Molecules 2025 dataset describes a structure of composition C6H10IN2 at a distorted geometry. The level of theory is ωB97M-V/def2-TZVPD.

Geometry as ORCA input:
```
! RIJCOSX wB97M-V def2-TZVPD def2/J DEFGRID3
* xyz 1 1
C -2.18 1.26 -1.42
C -1.34 2.24 -1.16
C -2.25 -0.12 -1.01
C -0.18 2.14 -0.28
C -1.18 -0.88 -1.05
C 0.06 1.24 0.65
N 2.05 -1.85 1.09
N 0.63 0.24 1.18
I -1.19 -2.85 -0.41
H -2.99 1.60 -2.11
H -1.39 3.13 -1.64
H -3.25 -0.65 -0.82
H 0.70 2.90 -0.02
H -0.18 -0.35 -1.21
H 2.17 -2.11 0.09
H 2.89 -1.82 1.65
H 1.33 -2.55 1.39
H 0.52 0.36 2.23
H 1.39 -0.82 1.06
*
```

For the HOMO-LUMO gap, the calculation gives 8.58 eV. The energy relative to the best compared isomer or geometry (same formula, charge and spin) is 2.6652 eV.



This record from the Open Molecules 2025 dataset describes a structure of composition C38H41BCl2N2O3PW at a distorted geometry. The level of theory is ωB97M-V/def2-TZVPD.

Geometry as ORCA input:
```
! RIJCOSX wB97M-V def2-TZVPD def2/J DEFGRID3
* xyz 1 3
W 0.10 -0.10 0.24
C -4.79 -5.10 -1.86
C -5.11 -4.33 -0.75
C -4.34 -3.23 -0.42
C -3.24 -2.90 -1.20
C -2.91 -3.68 -2.31
C -3.70 -4.77 -2.64
P -2.12 -1.50 -0.84
C -2.46 -1.24 0.94
C -3.18 -0.23 1.46
C -2.95 0.31 2.82
C -2.87 -0.47 4.14
C -0.93 -1.42 4.04
C -0.55 -1.42 2.55
C -3.03 -0.05 -1.47
C -4.30 -0.16 -1.97
C -5.01 0.99 -2.37
C -4.41 2.21 -2.32
C -3.06 2.34 -1.91
C -2.39 3.58 -2.01
C -1.05 3.64 -1.81
C -0.36 2.51 -1.34
C -0.99 1.33 -1.00
C -2.36 1.20 -1.42
H -5.40 -5.96 -2.11
H -5.97 -4.58 -0.15
H -4.60 -2.62 0.44
H -2.05 -3.42 -2.90
H -3.45 -5.37 -3.51
H -3.74 0.41 0.79
H -3.57 1.20 2.97
H -3.67 -0.27 4.85
H -0.21 -1.89 4.71
H 0.42 -1.89 2.35
H -4.77 -1.12 -2.06
H -6.02 0.89 -2.71
H -4.94 3.10 -2.64
H -2.95 4.46 -2.31
H -0.51 4.56 -1.97
H 0.72 2.57 -1.25
Cl 0.42 2.90 1.48
C 1.87 3.89 1.18
Cl 2.81 3.31 -0.19
H 2.50 3.83 2.06
H 1.54 4.91 0.97
N -2.87 -3.30 6.24
C -2.69 -2.70 5.28
C -2.38 -1.97 4.09
C -1.43 0.00 4.35
C -1.41 0.69 2.97
N -0.55 -0.02 2.08
C -1.68 -2.21 1.81
C -2.59 -2.72 2.85
H -1.07 0.51 5.23
H -1.24 1.77 2.95
H -1.28 -3.01 1.16
H -3.38 -3.42 2.68
C 4.48 -2.16 1.73
C 3.43 -1.20 2.27
C 2.84 -1.81 3.55
O 2.35 -1.10 1.31
B 2.04 0.23 1.06
O 2.88 1.05 1.74
C 3.89 0.30 2.44
C 3.91 0.80 3.88
C 5.22 0.60 1.76
H 4.03 -3.15 1.64
H 5.31 -2.24 2.43
H 4.85 -1.87 0.76
H 2.39 -2.77 3.29
H 2.09 -1.17 4.00
H 3.63 -2.00 4.27
H 2.90 0.84 4.29
H 4.32 1.81 3.90
H 4.53 0.17 4.51
H 5.17 0.36 0.70
H 6.03 0.05 2.23
H 5.42 1.67 1.85
C 2.74 -2.18 -1.85
C 1.35 -1.63 -2.20
C 1.42 -0.63 -3.36
O 0.81 -0.96 -1.12
H 3.23 -2.56 -2.74
H 2.67 -2.98 -1.12
H 3.34 -1.37 -1.42
H 0.67 -2.46 -2.47
H 2.06 0.21 -3.07
H 0.43 -0.24 -3.58
H 1.83 -1.11 -4.24
*
```

Its expectation value of S² is 2.010. For the HOMO-LUMO gap (alpha / beta), the calculation gives 6.95 / 7.13 eV. The energy relative to the best compared isomer or geometry (same formula, charge and spin) is 7.2862 eV.



This record from the Open Molecules 2025 dataset describes a structure of composition C32H82F6NO17S2V at a distorted geometry. The level of theory is ωB97M-V/def2-TZVPD.

Geometry as ORCA input:
```
! RIJCOSX wB97M-V def2-TZVPD def2/J DEFGRID3
* xyz 0 1
O 1.27 -3.19 0.28
V -0.17 -2.86 0.61
O -0.93 -4.21 1.04
C 0.72 0.04 -1.70
F 1.66 0.92 -2.03
F -0.34 0.24 -2.47
F 1.19 -1.19 -1.88
S 0.30 0.31 0.10
O 1.45 -0.09 0.88
O -0.07 1.69 0.20
N -0.93 -0.89 0.43
S -2.35 -0.15 0.46
O -2.49 0.77 1.56
O -2.77 0.26 -0.85
C -3.47 -1.56 0.93
F -3.27 -1.87 2.21
F -4.72 -1.15 0.80
F -3.28 -2.64 0.18
O -2.79 -1.62 -2.77
H -2.87 -0.87 -2.16
H -3.27 -1.34 -3.57
C 5.19 4.38 -0.21
C 4.81 3.05 0.41
C 3.61 2.35 -0.25
O 5.97 2.22 0.30
H 6.05 4.74 0.35
H 4.35 5.06 -0.04
H 5.37 4.28 -1.28
H 4.57 3.24 1.46
H 3.84 2.07 -1.28
H 2.77 3.04 -0.28
H 3.35 1.45 0.31
H 5.72 1.31 0.55
C -4.75 1.83 4.89
C -4.29 0.60 5.62
C -3.86 -0.47 4.63
O -3.11 0.87 6.40
H -5.63 1.61 4.29
H -4.04 2.23 4.17
H -5.02 2.66 5.55
H -5.09 0.23 6.26
H -3.04 -0.16 3.99
H -4.67 -0.71 3.92
H -3.62 -1.40 5.14
H -2.42 1.13 5.75
C 0.46 2.72 5.75
C -0.43 2.89 4.52
C 0.37 3.13 3.27
O -1.18 1.67 4.38
H 0.96 1.74 5.65
H -0.08 2.65 6.69
H 1.24 3.48 5.75
H -1.12 3.72 4.71
H 1.06 3.98 3.34
H -0.23 3.28 2.37
H 1.06 2.29 3.12
H -1.44 1.60 3.45
C -1.91 -5.02 -2.56
C -0.59 -4.41 -2.13
C 0.48 -4.29 -3.23
O -0.81 -3.11 -1.57
H -1.84 -5.95 -3.11
H -2.44 -4.32 -3.21
H -2.55 -5.15 -1.68
H -0.12 -5.05 -1.38
H 0.83 -5.24 -3.63
H 1.35 -3.79 -2.79
H 0.16 -3.64 -4.05
H -1.38 -2.59 -2.17
C -5.27 -4.11 -3.85
C -5.53 -4.23 -2.36
C -6.12 -2.95 -1.77
O -6.53 -5.27 -2.23
H -6.13 -3.61 -4.30
H -5.22 -5.11 -4.28
H -4.37 -3.51 -4.01
H -4.69 -4.59 -1.75
H -7.12 -2.82 -2.18
H -5.52 -2.07 -2.02
H -6.26 -3.01 -0.69
H -6.84 -5.26 -1.32
C -0.86 -1.83 4.81
C 0.15 -1.44 3.76
C 1.54 -1.15 4.32
O 0.29 -2.46 2.75
H -1.01 -1.01 5.51
H -0.51 -2.67 5.44
H -1.79 -2.18 4.36
H -0.21 -0.52 3.30
H 2.27 -1.18 3.51
H 1.82 -1.83 5.13
H 1.60 -0.16 4.78
H 0.76 -3.21 3.15
C 3.83 1.18 -4.79
C 4.21 0.03 -3.86
C 3.75 -1.34 -4.36
O 5.64 -0.04 -3.77
H 4.40 2.07 -4.54
H 2.77 1.39 -4.68
H 4.01 0.84 -5.81
H 3.79 0.18 -2.86
H 4.38 -2.12 -3.94
H 3.78 -1.38 -5.45
H 2.73 -1.51 -4.01
H 6.02 0.79 -3.47
C 5.40 -2.17 2.72
C 4.78 -0.90 2.19
C 4.75 0.29 3.13
O 5.49 -0.50 1.01
H 5.24 -3.03 2.06
H 5.07 -2.51 3.70
H 6.47 -2.06 2.85
H 3.74 -1.05 1.85
H 4.11 1.10 2.78
H 5.77 0.65 3.31
H 4.38 -0.07 4.10
H 5.56 -1.23 0.38
C -0.79 0.57 -5.65
C 0.21 -0.55 -5.89
C -0.42 -1.81 -6.45
O 1.21 -0.13 -6.85
H -1.68 0.15 -5.16
H -1.06 1.01 -6.61
H -0.40 1.29 -4.94
H 0.79 -0.74 -4.98
H -1.05 -1.55 -7.30
H -0.99 -2.33 -5.67
H 0.39 -2.47 -6.77
H 1.29 0.83 -6.78
C -0.90 7.46 -0.61
C -1.51 6.25 0.11
C -0.59 5.06 0.10
O -1.79 6.53 1.49
H -1.67 8.20 -0.87
H -0.43 7.24 -1.56
H -0.20 8.02 0.02
H -2.47 6.08 -0.38
H 0.29 5.21 0.72
H -0.21 4.88 -0.91
H -1.10 4.14 0.41
H -2.17 7.42 1.53
*
```

For the HOMO-LUMO gap, the calculation gives 8.64 eV. The energy relative to the best compared isomer or geometry (same formula, charge and spin) is 0.0000 eV.